No. 1
Entry from OMol25: a structure of composition C42H101AsF6N11O8Tl at a distorted geometry (ωB97M-V/def2-TZVPD).

Structure (ORCA input):
```
! wB97M-V def2-TZVPD RIJCOSX def2/J DEFGRID3
* xyz 2 1
Tl 4.630 -2.323 -1.397
As 0.461 -0.587 -0.518
F 0.981 1.013 -0.075
F 2.082 -1.176 -0.613
F -0.052 -2.209 -0.985
F -1.188 -0.040 -0.546
F 0.594 -0.228 -2.232
F 0.327 -1.068 1.146
C -1.981 -2.865 2.228
C -2.730 -3.798 3.183
N -4.158 -3.867 2.929
C -4.950 -4.100 4.132
C -4.830 -5.515 4.681
C -4.486 -4.710 1.790
C -5.973 -4.800 1.499
H -0.915 -2.884 2.439
H -2.323 -1.835 2.322
H -2.177 -3.216 1.214
H -2.298 -4.807 3.111
H -2.567 -3.458 4.207
H -4.627 -3.377 4.882
H -5.999 -3.874 3.938
H -3.829 -5.827 4.993
H -5.442 -5.656 5.573
H -5.129 -6.264 3.946
H -4.043 -5.711 1.923
H -3.968 -4.329 0.904
H -6.424 -3.814 1.413
H -6.512 -5.387 2.245
H -6.147 -5.368 0.584
C 0.851 1.359 3.680
C -0.392 0.496 3.659
N -1.525 1.128 4.329
C -1.319 1.519 5.716
C -0.827 0.353 6.603
C -2.767 0.368 4.173
C -3.451 0.565 2.817
H 0.718 2.266 3.087
H 1.713 0.851 3.247
H 1.114 1.718 4.676
H -0.650 0.300 2.618
H -0.268 -0.498 4.118
H -0.604 2.338 5.820
H -2.223 1.915 6.179
H -0.667 0.677 7.631
H -1.519 -0.487 6.584
H 0.170 0.052 6.275
H -3.486 0.632 4.948
H -2.550 -0.697 4.353
H -3.929 1.543 2.804
H -4.201 -0.218 2.706
H -2.783 0.537 1.954
C -2.750 2.655 -2.768
C -1.289 2.597 -3.246
N -0.965 3.591 -4.260
C -1.597 3.397 -5.559
C -1.402 2.018 -6.149
C -1.004 4.949 -3.761
C -0.282 5.977 -4.632
H -2.921 3.485 -2.083
H -2.968 1.728 -2.239
H -3.445 2.736 -3.603
H -0.558 2.767 -2.448
H -1.015 1.607 -3.613
H -2.671 3.615 -5.453
H -1.197 4.146 -6.242
H -0.347 1.749 -6.215
H -1.955 1.237 -5.622
H -1.833 1.949 -7.149
H -0.527 4.896 -2.787
H -2.037 5.299 -3.596
H -0.684 6.111 -5.631
H 0.760 5.651 -4.716
H -0.231 6.937 -4.121
C 1.388 6.422 1.739
C 1.633 4.947 1.485
O 2.046 4.220 2.383
N 1.472 4.443 0.237
C 1.025 5.200 -0.909
H 0.370 6.705 1.458
H 2.095 7.016 1.162
H 1.481 6.574 2.808
H 1.761 3.476 0.168
H 1.273 6.249 -0.779
H -0.053 5.104 -1.055
H 1.503 4.825 -1.815
C 4.240 2.408 -0.009
C 4.361 1.174 0.847
O 4.293 0.074 0.309
N 4.553 1.268 2.180
C 4.773 2.483 2.943
H 3.478 2.278 -0.776
H 5.184 2.498 -0.550
H 4.016 3.309 0.559
H 4.718 0.385 2.640
H 5.441 2.290 3.784
H 3.842 2.865 3.364
H 5.248 3.281 2.378
C 1.909 -1.333 -5.823
C 1.890 -2.030 -4.482
O 2.753 -1.797 -3.645
N 0.880 -2.875 -4.188
C -0.071 -3.452 -5.137
H 1.046 -1.508 -6.459
H 2.816 -1.645 -6.339
H 2.022 -0.273 -5.593
H 0.915 -3.290 -3.268
H -0.499 -4.331 -4.658
H 0.428 -3.753 -6.056
H -0.895 -2.772 -5.359
C 1.107 -4.814 0.738
C 1.611 -4.895 -0.677
O 2.397 -4.063 -1.110
N 1.237 -5.971 -1.402
C 1.779 -6.274 -2.703
H 1.880 -5.227 1.386
H 0.196 -5.407 0.867
H 0.888 -3.787 1.014
H 0.524 -6.560 -1.010
H 1.153 -7.026 -3.181
H 2.803 -6.641 -2.635
H 1.787 -5.424 -3.386
C 5.128 2.114 -4.008
C 4.065 1.275 -3.344
O 4.342 0.350 -2.599
N 2.760 1.576 -3.559
C 2.237 2.723 -4.280
H 4.771 3.087 -4.331
H 5.496 1.555 -4.872
H 5.976 2.186 -3.331
H 2.093 0.977 -3.087
H 2.590 2.779 -5.311
H 2.455 3.651 -3.749
H 1.156 2.589 -4.366
C -1.353 3.255 1.066
C -2.150 4.194 1.938
O -2.467 5.301 1.528
N -2.430 3.761 3.180
C -3.050 4.607 4.182
H -0.452 3.779 0.742
H -1.908 3.074 0.146
H -0.967 2.369 1.565
H -2.069 2.852 3.459
H -2.709 5.637 4.127
H -2.730 4.260 5.168
H -4.136 4.538 4.140
C 2.859 -2.302 3.226
C 4.225 -2.311 2.592
O 4.396 -2.762 1.470
N 5.252 -1.876 3.356
C 6.644 -1.960 2.930
H 2.906 -2.182 4.312
H 2.389 -3.264 3.033
H 2.222 -1.523 2.807
H 5.062 -1.552 4.288
H 6.769 -2.840 2.305
H 7.269 -2.101 3.810
H 6.943 -1.058 2.398
C -2.320 -1.145 -3.498
C -2.872 -2.546 -3.290
O -3.871 -2.924 -3.885
N -2.257 -3.319 -2.371
C -2.785 -4.633 -2.049
H -2.721 -0.742 -4.426
H -1.232 -1.192 -3.533
H -2.717 -0.524 -2.695
H -1.494 -2.967 -1.809
H -2.228 -5.009 -1.191
H -2.765 -5.306 -2.903
H -3.826 -4.524 -1.728
*
```

## Properties
- Frontier orbital gap: 1.5 eV
- HOMO: -12.386 eV

No. 2
Entry from OMol25: a cluster of 10 separate species, C42H102N2O10 in total at a distorted geometry (ωB97M-V/def2-TZVPD).

Structure (ORCA input):
```
! wB97M-V def2-TZVPD RIJCOSX def2/J DEFGRID3
* xyz 0 1
C 2.413 2.654 -0.250
C 2.609 3.942 0.546
C 3.861 4.683 0.145
O 1.507 4.816 0.312
H 1.992 2.823 -1.247
H 1.687 2.007 0.252
H 3.346 2.106 -0.410
H 2.650 3.669 1.609
H 4.751 4.160 0.506
H 3.881 5.662 0.633
H 3.954 4.841 -0.928
H 0.705 4.255 0.243
C 2.037 0.841 -4.980
C 2.133 0.890 -6.493
C 1.108 1.817 -7.113
O 3.463 1.393 -6.775
H 1.043 0.546 -4.640
H 2.286 1.812 -4.543
H 2.784 0.148 -4.590
H 2.078 -0.144 -6.858
H 1.246 2.816 -6.692
H 0.097 1.539 -6.795
H 1.157 1.858 -8.200
H 3.476 1.646 -7.706
C -0.372 -1.997 -1.393
C -1.057 -0.713 -0.980
C -0.087 0.293 -0.387
O -1.661 -0.094 -2.134
H -1.126 -2.698 -1.765
H 0.151 -2.523 -0.586
H 0.393 -1.856 -2.162
H -1.815 -0.935 -0.219
H 0.634 -0.185 0.275
H -0.600 1.054 0.209
H 0.407 0.896 -1.150
H -2.456 -0.626 -2.332
C -2.705 -2.499 -4.435
C -4.150 -2.381 -3.937
C -4.621 -3.777 -3.521
O -4.138 -1.514 -2.791
H -2.104 -3.046 -3.721
H -2.317 -1.512 -4.689
H -2.736 -3.034 -5.388
H -4.808 -1.963 -4.704
H -5.700 -3.823 -3.358
H -4.129 -4.050 -2.581
H -4.285 -4.524 -4.240
H -4.965 -1.625 -2.290
C -2.238 5.361 0.771
C -1.684 3.987 1.122
C -2.786 3.014 1.497
O -0.945 3.476 -0.010
H -2.800 5.360 -0.168
H -1.418 6.081 0.699
H -2.948 5.772 1.497
H -0.942 4.080 1.919
H -3.184 3.211 2.497
H -2.374 1.998 1.545
H -3.604 3.004 0.774
H -1.590 3.299 -0.734
C -0.498 2.969 -3.575
C -2.012 3.063 -3.509
C -2.691 2.294 -4.626
O -2.433 2.603 -2.206
H -0.017 3.712 -2.921
H -0.017 3.170 -4.537
H -0.095 2.039 -3.177
H -2.321 4.109 -3.525
H -3.776 2.400 -4.580
H -2.496 1.222 -4.567
H -2.302 2.674 -5.573
H -2.132 1.659 -2.089
C -6.709 -2.511 1.113
C -6.148 -1.299 0.391
C -4.645 -1.269 0.321
O -6.605 -1.351 -1.002
H -7.787 -2.578 0.976
H -6.496 -2.482 2.190
H -6.246 -3.438 0.771
H -6.551 -0.366 0.795
H -4.326 -0.430 -0.301
H -4.227 -2.219 0.002
H -4.205 -1.021 1.294
H -7.454 -0.910 -1.071
C -1.691 -5.501 -0.382
C -2.064 -4.471 0.655
C -3.518 -4.604 1.091
O -1.186 -4.503 1.789
H -2.440 -5.508 -1.181
H -1.583 -6.507 0.022
H -0.767 -5.251 -0.909
H -1.924 -3.495 0.165
H -4.195 -4.502 0.245
H -3.777 -3.935 1.914
H -3.615 -5.614 1.516
H -1.734 -4.560 2.575
C 4.709 -2.528 -0.557
C 4.210 -1.068 -0.619
C 3.299 -0.847 0.593
C 4.104 -0.641 1.864
C 5.158 0.450 1.688
C 6.056 0.287 0.471
N 5.265 -0.087 -0.685
O 5.958 -0.093 -1.903
C 6.752 1.609 0.159
C 7.183 -0.724 0.760
C 3.337 -0.971 -1.859
H 5.160 -2.776 0.407
H 5.478 -2.647 -1.325
H 3.907 -3.249 -0.710
H 2.528 -0.083 0.469
H 2.695 -1.762 0.632
H 4.501 -1.587 2.230
H 3.427 -0.259 2.636
H 5.746 0.426 2.610
H 4.705 1.443 1.620
H 7.331 1.540 -0.758
H 6.033 2.434 0.096
H 7.384 1.935 0.990
H 7.798 -0.348 1.585
H 6.802 -1.668 1.173
H 7.807 -0.978 -0.094
H 2.475 -1.637 -1.785
H 3.834 -1.149 -2.815
H 2.934 0.047 -1.980
H 5.533 0.603 -2.421
C -1.207 -1.102 2.736
C -0.693 -0.134 3.786
C -1.940 0.321 4.572
C -1.635 0.967 5.911
C -0.813 0.011 6.769
C 0.445 -0.524 6.080
N 0.145 -0.894 4.715
O 1.294 -1.430 4.072
C 1.531 0.562 6.167
C 0.890 -1.760 6.856
C 0.005 1.079 3.193
H -0.438 -1.505 2.069
H -1.966 -0.637 2.093
H -1.718 -1.980 3.138
H -2.498 0.977 3.895
H -2.613 -0.524 4.759
H -2.563 1.166 6.453
H -1.120 1.915 5.729
H -1.489 -0.776 7.124
H -0.517 0.507 7.699
H 1.773 0.871 7.180
H 2.438 0.247 5.646
H 1.146 1.407 5.592
H 1.866 -2.093 6.489
H 1.037 -1.476 7.901
H 0.203 -2.605 6.821
H 0.989 0.827 2.796
H 0.022 1.959 3.832
H -0.539 1.415 2.298
H 1.037 -2.346 3.904
*
```

## Properties
- Structure (SMILES): CC1(C)CCCC(C)(C)N1O.CC1(C)CCCC(C)(C)N1O.CC(C)O.CC(C)O.CC(C)O.CC(C)O.CC(C)O.CC(C)O.CC(C)O.CC(C)O
- Frontier orbital gap: 8.1 eV
- HOMO: -7.798 eV